1) ORCA calculation (ωB97M-V with the def2-TZVPD basis set) on a single C6H8 molecule.

Last column: Löwdin charge in e.
Element x y z (Å)
C -0.4756 0.9252 -0.3689  -0.237
C 0.9805 1.0754 -0.0929  -0.093
C -1.4399 0.3219 0.7072  -0.092
C 0.5863 -1.1820 0.0562  -0.138
C 1.6288 -0.0526 0.3020  -0.088
C -0.8635 -0.5345 -0.3505  -0.234
H -0.9819 1.7047 -0.9387  0.126
H 1.4094 2.0466 -0.3665  0.099
H -1.3012 0.1711 1.7906  0.110
H -2.5527 0.4664 0.4485  0.120
H 1.1209 -1.5959 -0.9751  0.147
H 0.5913 -2.0846 0.7353  0.099
H 2.6398 -0.3271 0.2510  0.073
H -1.3421 -0.9345 -1.1981  0.108

gap between HOMO and LUMO	9.662	eV
LUMO	1.18	eV
charge	0

***

2) ORCA calculation (ωB97M-V with the def2-TZVPD basis set) on 2 unconnected molecules or ions with the total composition C6H8.

Last column: Löwdin charge in e.
Element x y z (Å)
C 1.2368 -1.3477 0.9806  0.091
C 1.7255 -0.4717 0.3288  -0.215
C -2.0631 -0.0668 0.0961  -0.206
C -2.1604 -1.0457 -0.7439  -0.012
C -1.9169 0.9005 0.9409  -0.011
C 2.3053 0.5811 -0.4711  -0.115
H 0.7911 -2.1186 1.5312  0.015
H -2.8384 -1.8664 -0.5825  0.054
H -1.5507 -1.0865 -1.6340  0.057
H -2.4858 1.8136 0.8852  0.053
H -1.2046 0.8281 1.7490  0.054
H 1.9374 1.5552 -0.1480  0.078
H 2.0339 0.4346 -1.5167  0.079
H 3.3904 0.5618 -0.3791  0.078

gap between HOMO and LUMO	10.676	eV
LUMO	0.99	eV
charge	0

***

3) ORCA calculation (ωB97M-V with the def2-TZVPD basis set) on 2 unconnected molecules or ions with the total composition C6H8.

Last column: Löwdin charge in e.
Element x y z (Å)
C 1.6876 0.2506 -1.8768  -0.122
C 1.0388 0.2780 -0.7531  -0.053
C 1.8144 0.8442 -3.0247  -0.027
C 0.1681 0.0034 0.1313  -0.118
C -1.8512 1.0165 0.2029  0.076
C -0.1905 -0.5598 1.4097  -0.152
H 0.8140 1.2297 -3.4052  0.096
H 2.5654 0.4660 -3.6667  0.030
H -2.3612 0.2586 -0.3841  0.027
H -1.8576 2.0773 -0.0349  0.016
H -1.5709 0.8722 1.2305  -0.032
H -0.0067 0.1058 2.2594  0.104
H 0.5111 -1.3629 1.3930  0.079
H -1.2324 -0.8782 1.3282  0.074

gap between HOMO and LUMO (spin up / spin down)	7.838 / 7.847	eV
LUMO (spin up / spin down)	0.01 / -0.12	eV
charge	0

***

Most stable structure - 1); separation to the second - 98.3 kJ/mol.

***

1) ORCA calculation (ωB97M-V with the def2-TZVPD basis set) on a single C6H8 molecule.

Last column: Löwdin charge in e.
Element x y z (Å)
C 1.1559 -1.5927 -0.2520  -0.018
C 0.7657 -1.8735 -1.4728  -0.066
C 0.2314 -1.0516 0.8519  -0.230
C -0.9809 1.1165 -0.1139  -0.083
C -0.2920 1.5087 1.2701  -0.088
C -0.5468 0.1421 0.8563  -0.236
H -0.3905 -1.8573 -1.6526  0.100
H 1.3091 -1.9051 -2.4071  0.037
H -0.4158 -1.9610 0.8929  0.139
H 0.7189 -1.1604 1.7370  0.068
H -2.0349 1.1767 -0.2417  0.084
H -0.3339 1.3385 -0.9534  0.098
H 0.7378 1.9380 1.1029  0.115
H -0.7224 1.9720 2.1397  0.081

gap between HOMO and LUMO (spin up / spin down)	8.729 / 7.879	eV
LUMO (spin up / spin down)	0.07 / -0.33	eV
charge	0

***

2) ORCA calculation (ωB97M-V with the def2-TZVPD basis set) on a single C6H8 molecule.

Last column: Löwdin charge in e.
Element x y z (Å)
C -0.5423 -1.5031 -0.2586  -0.024
C -0.1925 -0.7470 1.0242  -0.210
C 1.4310 0.8860 -0.4626  -0.198
C -0.5727 1.5890 -0.2341  -0.169
C 0.8945 2.3106 -0.3118  0.101
C 0.0193 0.1150 -0.1390  -0.328
H 0.0844 -2.3453 -0.6310  0.093
H -1.6026 -1.4716 -0.4375  0.067
H -1.2142 -0.3561 1.5422  0.141
H 0.4672 -0.9694 1.8945  0.109
H 1.6836 1.0775 -1.5542  0.128
H 2.3133 0.6667 0.1819  0.103
H -0.9968 2.0065 0.6555  0.077
H -1.1883 1.9904 -1.0892  0.109

gap between HOMO and LUMO	8.895	eV
LUMO	0.25	eV
charge	0

***

Most stable structure - 1); separation to the second - 41.0 kJ/mol.

***

1) ORCA calculation (ωB97M-V with the def2-TZVPD basis set) on a single C6H8 molecule.

Last column: Löwdin charge in e.
Element x y z (Å)
C -2.3229 0.6179 -1.7604  0.102
C -1.5545 0.4765 -0.8365  -0.081
C -0.5057 0.2391 0.1749  -0.364
C 0.0981 -1.1661 0.3442  -0.144
C 1.3711 -0.4175 0.8389  -0.166
C 0.8928 0.8589 0.0799  -0.144
H -3.0379 0.7847 -2.5449  0.023
H -0.6927 0.4926 1.2223  0.139
H -0.4948 -1.7834 1.0323  0.107
H 0.2794 -1.7238 -0.5780  0.110
H 1.3813 -0.3897 1.9439  0.110
H 2.3341 -0.7680 0.4959  0.089
H 1.2820 0.9252 -0.9473  0.114
H 0.9697 1.8535 0.5348  0.104

gap between HOMO and LUMO	10.971	eV
LUMO	1.17	eV
charge	0

***

2) ORCA calculation (ωB97M-V with the def2-TZVPD basis set) on a molecular structure, C6H8.

Last column: Löwdin charge in e.
Element x y z (Å)
C -0.5067 1.3248 -0.6912  0.024
C -1.6591 -0.3649 -0.6202  0.168
C 0.2492 1.2919 0.5724  -0.123
C -1.1812 -0.7442 0.6936  -0.245
C 0.0062 -0.0782 0.0399  -0.530
C 1.1195 -0.9643 -0.5468  -0.013
H -0.2705 1.6204 -1.6905  0.078
H 1.1236 1.7689 0.4965  0.070
H -0.1764 1.5052 1.5143  0.099
H -1.5474 -0.3714 1.6557  0.117
H -1.1291 -1.8645 0.7114  0.119
H 1.4692 -0.2394 -1.2360  0.061
H 0.6230 -1.7749 -1.1014  0.096
H 1.8797 -1.1093 0.2025  0.079

gap between HOMO and LUMO	8.418	eV
LUMO	0.44	eV
charge	0

***

Most stable structure - 1); separation to the second - 445.4 kJ/mol.

***

1) ORCA calculation (ωB97M-V with the def2-TZVPD basis set) on a molecular structure, C6H8.

Last column: Löwdin charge in e.
Element x y z (Å)
C -2.3941 1.3005 -1.4680  0.124
C -1.3947 1.0635 -0.8018  -0.187
C -0.2007 0.9073 -0.0859  -0.112
C -0.0494 -0.9272 1.1893  -0.067
C 1.3251 -0.7747 0.5430  -0.237
C 0.9209 0.0599 -0.6831  -0.239
H -3.2834 1.6469 -1.9488  0.023
H -0.3840 0.3095 1.0866  0.074
H -0.1077 -1.0793 2.2774  0.092
H -0.7361 -1.5918 0.6546  0.096
H 1.9740 -0.1886 1.2053  0.111
H 1.8382 -1.7158 0.3103  0.105
H 0.5808 -0.6046 -1.4916  0.108
H 1.7146 0.7012 -1.0914  0.109

gap between HOMO and LUMO	7.405	eV
LUMO	-0.31	eV
charge	0

***

2) ORCA calculation (ωB97M-V with the def2-TZVPD basis set) on a single C6H8 molecule.

Last column: Löwdin charge in e.
Element x y z (Å)
C 0.6534 -0.1232 0.2918  -0.235
C 0.0843 0.4803 -0.8577  -0.243
C 1.7927 -0.4520 1.0976  0.090
C 0.5494 1.2157 -1.8022  0.042
C -0.6213 -0.7088 -0.1659  -0.192
C -1.8018 -0.3347 0.7986  -0.063
H 1.9526 -1.4008 1.6104  0.047
H 2.5663 0.2896 1.0264  0.030
H 0.1832 1.4656 -2.8498  0.082
H 1.4612 1.7903 -1.5594  0.074
H -0.5274 -1.6225 -0.7927  0.144
H -1.7323 0.6152 1.3058  0.065
H -1.8448 -0.9952 1.7066  0.087
H -2.7153 -0.2194 0.1906  0.072

gap between HOMO and LUMO	9.206	eV
LUMO	0.49	eV
charge	0

***

3) ORCA calculation (ωB97M-V with the def2-TZVPD basis set) on 2 unconnected molecules or ions with the total composition C6H8.

Last column: Löwdin charge in e.
Element x y z (Å)
C 1.6050 -0.1935 -0.0639  0.071
C 1.0323 -0.7413 -0.9846  -0.228
C -0.6762 1.1182 0.9935  -0.216
C -1.4755 0.1202 0.9638  -0.009
C 0.1781 2.0910 1.1473  -0.039
C 0.1585 -1.6645 -1.6046  -0.136
H 2.0537 0.5881 0.5587  0.041
H -1.1929 -0.9709 0.9515  0.091
H -2.5022 0.3191 0.9210  0.041
H 0.5284 2.6197 0.2869  0.057
H 0.7660 2.2647 2.0485  0.072
H 0.2870 -2.0675 -2.6092  0.074
H -0.7057 -0.9642 -1.6655  0.087
H -0.0566 -2.5190 -0.9433  0.092

gap between HOMO and LUMO	10.064	eV
LUMO	0.95	eV
charge	0

***

Most stable structure - 2); separation to the second - 66.8 kJ/mol.

***

1) ORCA calculation (ωB97M-V with the def2-TZVPD basis set) on a molecular structure, CH6N2O2.

Last column: Löwdin charge in e.
Element x y z (Å)
C 1.7553 -0.6580 -0.3475  -0.357
N 0.8370 0.3757 -0.1973  -0.073
N -2.0041 0.0053 -0.1145  -0.011
O 1.0280 1.2536 0.8982  -0.054
O 2.9506 -0.6112 -0.0027  -0.034
H 1.1723 -1.6872 -0.9786  0.185
H -0.2072 0.2203 -0.4201  0.080
H -2.4638 0.9949 -0.1108  0.088
H -2.4974 -0.4131 -0.8974  0.025
H -2.3730 -0.3880 0.7761  0.052
H 1.8022 0.9077 1.3945  0.099

gap between HOMO and LUMO	9.579	eV
LUMO	0.54	eV
charge	0

***

2) ORCA calculation (ωB97M-V with the def2-TZVPD basis set) on 2 unconnected molecules or ions with the total composition CH6N2O2.

Last column: Löwdin charge in e.
Element x y z (Å)
N -1.7989 1.5797 -0.3846  0.146
C -0.6166 0.8871 -0.2764  -0.735
O 0.4553 1.4643 -0.4661  0.000
O -0.7190 -0.3634 0.0704  0.011
H -1.7247 2.4495 -0.8798  0.095
H -2.6205 1.0322 -0.5951  0.094
N 1.4789 -1.4906 0.5290  0.107
H 1.5265 -2.4022 0.9555  0.075
H 1.7843 -0.7754 1.1821  0.088
H 1.9572 -1.5140 -0.3583  0.083
H 0.2775 -0.8672 0.2233  0.036

gap between HOMO and LUMO	10.050	eV
LUMO	0.62	eV
charge	0

***

Most stable structure - 2); separation to the second - 333.6 kJ/mol.